ORCA calculation (ωB97M-V/def2-TZVPD) on C18H20BrNO5 in the gas phase in a non-equilibrium geometry.

XYZ file:
```
45
Properties=species:S:1:pos:R:3:forces:R:3
C 0.239714 1.171162 2.297248 -1.32 -0.72 -0.73
C -0.342035 2.447659 1.874099 -0.65 0.94 1.33
C -0.606420 2.987382 0.691831 -0.16 -1.04 -1.91
C -0.317899 2.441031 -0.694194 -1.21 3.34 -2.26
O -0.298704 3.225975 -1.666128 0.32 -2.04 2.55
O -0.126920 1.118493 -0.857481 1.33 0.19 0.54
C 0.989406 0.868510 -1.811413 -1.73 -0.34 1.33
C 1.407332 -0.587676 -1.836574 1.08 -2.57 -1.94
O 2.607697 -0.804199 -1.898863 0.06 0.87 0.25
N 0.585336 -1.686242 -2.169439 0.03 -0.32 0.28
C 1.008100 -2.791315 -3.121478 0.49 -0.53 1.16
C 0.882196 -4.240751 -2.517869 0.98 1.11 1.79
C 1.348609 -5.452870 -3.351072 1.16 0.75 -0.07
O -0.466333 -4.351635 -2.271896 -3.14 0.64 1.16
C -1.064660 -3.346972 -1.309148 1.71 -1.59 0.73
C -0.688970 -3.712074 0.154145 -0.58 1.69 -0.89
C -0.759121 -1.873903 -1.637188 0.04 0.88 -0.69
O -1.082441 4.262445 0.805250 -0.06 1.24 -2.30
C -1.023461 4.659137 2.081419 -0.48 -0.72 0.53
C -1.377938 5.871336 2.713763 0.64 0.35 -0.44
C -1.299523 5.811326 4.120375 0.06 0.74 -0.71
C -0.749807 4.731453 4.842831 -1.04 1.82 0.16
Br -0.791206 4.666242 6.816949 0.18 0.31 -1.55
C -0.258509 3.696394 4.145577 -0.32 -2.17 1.15
C -0.603078 3.551891 2.785044 1.76 -0.61 1.98
H 0.188141 0.385895 1.555416 0.36 0.16 -0.50
H 1.210187 1.475670 2.509437 2.18 -0.41 0.73
H -0.246851 0.713333 3.141943 -0.13 0.36 0.70
H 0.691893 1.273029 -2.738928 -0.71 -0.34 -1.49
H 1.826265 1.490857 -1.604413 0.84 0.15 1.02
H 0.357961 -2.811465 -4.020000 0.24 0.35 0.46
H 2.032207 -2.653723 -3.370227 0.78 0.62 -0.41
H 1.368201 -4.363721 -1.475116 0.09 0.69 -1.58
H 1.091815 -6.371637 -2.738757 0.44 0.96 -1.10
H 2.478821 -5.350744 -3.576841 -1.66 -0.40 0.79
H 0.902918 -5.435354 -4.357570 -0.29 -0.32 0.47
H -2.115037 -3.566973 -1.379441 -0.43 0.23 -0.42
H 0.344559 -3.595201 0.366022 1.13 0.23 0.00
H -1.201672 -2.935798 0.765731 0.07 -0.91 -0.01
H -0.934514 -4.720954 0.390599 -0.61 -0.63 0.27
H -0.903905 -1.115346 -0.808240 -0.12 -1.34 -0.72
H -1.394023 -1.594645 -2.463612 -0.92 0.19 -0.14
H -1.516557 6.840028 2.098543 -0.21 -1.82 1.38
H -1.580037 6.683345 4.660912 -0.24 0.59 0.36
H 0.188259 2.990604 4.858755 0.05 -0.60 -1.23
```
Positions in Å, forces in eV/Å.

**Max |F|**: 4.21 eV/A
**HOMO-LUMO gap**: 8.80 eV
**Spin multiplicity**: 1
**Relative energy (zero: lowest compared OMol25 entry of this formula, charge and spin)**: 352.1 kJ/mol
**Lowest unoccupied orbital energy**: -0.213 eV